[1]
{"formula": "C18H33N4O2PSiV", "method": "ωB97M-V/def2-TZVPD", "elements": ["H", "C", "H", "H", "H", "C", "H", "P", "H", "H", "C", "N", "H", "H", "H", "V", "H", "C", "H", "H", "H", "C", "H", "C", "H", "H", "H", "C", "C", "H", "C", "H", "C", "H", "C", "N", "H", "C", "H", "C", "C", "C", "H", "H", "N", "H", "C", "H", "H", "N", "H", "O", "C", "C", "H", "H", "O", "Si", "H", "H"], "xyz": [[-0.54842, -3.16634, 1.14045], [1.57282, 3.83075, 0.07765], [-3.93057, 0.16420, -0.10545], [-3.01355, -2.27749, -1.98901], [-2.49945, 0.56393, 5.12842], [-2.58313, -0.30280, 4.46237], [3.17233, -1.48168, 2.46634], [0.28551, -1.01710, -2.63533], [2.58856, -1.52682, -3.14674], [-0.64372, -0.89914, -4.82282], [0.94025, -1.47253, 4.02475], [1.20999, 1.47904, -0.00997], [-3.88001, 0.08420, -1.89493], [-2.12108, -3.83686, -1.90550], [-1.82250, 1.79093, -2.44633], [-0.23891, 0.62001, 0.30203], [-3.30094, -0.08588, 3.67238], [2.04268, 2.48988, 0.21702], [-2.32651, 2.88318, -0.36116], [1.26749, 0.72539, -4.06564], [3.74364, 1.24348, 0.74535], [3.39642, 2.27522, 0.62471], [2.41572, -0.66356, 1.13053], [-1.11268, -0.89647, -3.82962], [0.69009, -2.75445, -0.04437], [2.06200, 5.91878, 0.18176], [1.85664, 0.87978, -2.36247], [-0.32616, -3.15328, 0.07113], [-1.28938, -2.28295, -0.68644], [-1.66567, 0.04004, -3.65592], [2.42600, 4.89632, 0.30801], [-0.58580, -1.56672, 5.57318], [-0.98341, -0.10964, 2.63291], [1.53610, -1.54009, -4.60377], [-3.77792, 0.74140, -1.02436], [-1.28141, -0.61476, 3.86329], [-0.38372, -4.18523, -0.29834], [3.75522, 4.67066, 0.70820], [1.74663, -1.93475, 4.58538], [4.23216, 3.35514, 0.86406], [-0.29503, -1.26281, 4.56676], [1.61922, -1.85978, -3.55667], [-4.54416, 1.52606, -1.08238], [1.52709, -2.95331, -3.48906], [0.17836, -0.48426, 2.03579], [0.22921, 1.48934, -2.82088], [0.97781, 0.70701, -3.00131], [-2.92798, -1.16119, 5.04704], [-0.44558, -2.44994, -2.12190], [2.31855, -1.18671, 1.99559], [4.41936, 5.51333, 0.90589], [-1.70655, 0.67848, 1.95922], [-2.47141, -2.96581, -1.33133], [1.17966, -1.05357, 2.70492], [-3.18827, -3.32482, -0.57868], [5.26974, 3.18348, 1.17394], [-1.43619, -1.04718, -0.36079], [-2.07078, 1.54691, -1.00527], [0.52515, 3.98266, -0.20529], [-1.78350, -1.76173, -3.72735]], "lowdin_spin": [0.00, -0.02, 0.00, 0.00, 0.00, 0.00, 0.00, -0.04, 0.00, 0.00, 0.00, -0.15, 0.00, 0.00, 0.00, 1.31, 0.00, -0.01, -0.01, 0.00, 0.00, -0.02, 0.00, 0.00, 0.00, 0.00, 0.00, 0.00, 0.00, 0.00, 0.00, 0.00, 0.00, 0.00, -0.01, 0.00, 0.00, -0.02, 0.00, 0.00, 0.01, 0.00, 0.00, 0.00, 0.00, 0.00, -0.01, 0.00, -0.02, 0.01, 0.00, 0.00, 0.00, 0.01, 0.00, 0.00, 0.01, -0.03, 0.00, 0.00], "largest_force_ev_per_a": 3.21, "molar_mass_g_mol": 447.49, "spin_multiplicity": 2, "total_energy_ev": -72107.7524, "gap_ev": [4.77, 4.81]}

[2]
{"formula": "C18H33N6SeV", "method": "ωB97M-V/def2-TZVPD", "elements": ["H", "C", "C", "H", "H", "H", "H", "N", "H", "H", "C", "H", "H", "V", "H", "H", "C", "C", "H", "N", "N", "H", "H", "C", "C", "C", "C", "H", "H", "N", "H", "C", "H", "H", "H", "H", "Se", "H", "H", "H", "C", "C", "N", "H", "H", "C", "C", "C", "H", "H", "H", "C", "C", "H", "H", "H", "H", "N", "C"], "xyz": [[0.15193, 0.38068, -3.34065], [-2.98776, -0.59733, 2.33291], [0.02627, -2.69030, 1.31935], [-2.55209, 1.20327, -0.14027], [4.04755, -0.07855, -2.51928], [3.60444, -1.89879, 0.40575], [-0.98195, 4.55518, 1.86048], [2.28537, 1.97912, 0.57012], [-1.42702, 0.30974, -3.80607], [-4.07212, -0.77999, 2.22091], [1.23720, -4.14857, -0.72859], [-3.25505, 0.99814, -1.72874], [0.93466, 2.78765, -0.66553], [0.99798, 0.00867, 0.32308], [-2.69014, -0.98677, 3.25900], [0.35002, 3.42685, 1.96402], [3.85998, -1.14032, -0.28703], [-1.84624, -1.14454, -1.75727], [-0.90427, 1.89596, -3.18274], [-2.59285, 0.76448, 2.29356], [-0.15637, 0.30972, -0.74637], [-3.31173, 3.95059, 2.41543], [-1.26999, -1.81634, -2.42444], [-2.95713, 2.96304, 2.27697], [1.28657, -2.75176, -0.69775], [-1.38066, 1.33494, 2.32869], [0.71506, -1.98316, 0.30837], [0.45547, -5.84753, 0.18719], [-1.64450, -1.57667, -0.78774], [1.78411, 2.97881, -0.26380], [-2.90577, -1.04543, -1.86243], [-0.14864, -4.05520, 1.26199], [1.75024, -4.70636, -1.53640], [3.11922, 1.25461, -1.53129], [2.81871, -2.46271, -2.19641], [-1.92586, 2.28800, -1.42005], [0.16027, 0.40426, 2.60606], [-4.60870, 1.58270, 2.23478], [-2.52907, -1.22718, 1.51453], [2.23043, 0.23173, -2.84409], [-3.55772, 1.72630, 2.32434], [3.08406, 0.29356, -2.02840], [2.66354, -0.70779, -0.99707], [1.96608, 3.95504, 0.08458], [-0.66495, -4.61805, 1.97646], [-1.28027, 0.29394, -1.66195], [2.04730, -1.88067, -1.71866], [-2.34020, 1.28245, -1.19465], [1.43438, -1.55548, -2.52015], [4.36777, -0.27076, 0.07824], [3.31023, 1.92464, 0.40064], [-0.78261, 0.80580, -3.07765], [-0.58891, 3.71184, 2.44529], [4.59550, -1.62217, -0.95329], [-0.53536, -2.12525, 2.04572], [2.17957, 2.25926, 1.49678], [-0.47613, 3.96911, 3.49558], [-1.59781, 2.67721, 2.32792], [0.50802, -4.78960, 0.26002]], "lowdin_charge": [0.04, -0.01, -0.13, 0.05, 0.13, 0.09, 0.12, -0.10, 0.10, 0.13, -0.01, 0.11, 0.03, 0.71, 0.09, 0.05, -0.05, 0.00, 0.09, -0.13, -0.01, 0.14, 0.11, 0.03, -0.22, -0.64, -0.21, 0.11, 0.05, -0.02, 0.09, -0.04, 0.14, 0.05, 0.13, 0.10, 0.95, 0.14, 0.11, 0.12, -0.01, -0.03, -0.33, 0.14, 0.10, -0.61, -0.12, -0.02, 0.10, 0.09, 0.12, 0.00, 0.01, 0.12, 0.02, 0.03, 0.12, -0.11, -0.03], "total_charge": 2, "largest_force_ev_per_a": 3.80, "relative_energy_kj_mol": 44.8, "molar_mass_g_mol": 463.41, "total_energy_ev": -119159.2996, "gap_ev": [7.53, 7.53]}

[3]
{"formula": "C18H33NO12PS", "method": "ωB97M-V/def2-TZVPD", "elements": ["C", "H", "O", "H", "H", "C", "O", "C", "H", "O", "H", "O", "H", "C", "H", "C", "H", "H", "H", "N", "S", "H", "H", "H", "H", "H", "H", "H", "O", "H", "H", "H", "C", "H", "C", "H", "C", "C", "H", "C", "O", "C", "H", "O", "H", "O", "H", "C", "C", "O", "C", "C", "O", "H", "H", "H", "H", "O", "H", "P", "H", "O", "C", "C", "H", "C"], "xyz": [[-2.56435, -4.53873, 0.58320], [-0.46443, 1.24026, -0.95415], [-0.76575, -0.30110, 0.30215], [-4.07312, -6.06913, 0.46253], [0.62046, -1.19868, 3.32153], [2.87452, 1.59857, -2.05387], [1.96361, -0.59791, 5.70494], [0.28114, 5.34049, -2.71652], [3.71131, 1.58503, -2.73837], [-1.54315, -5.10191, -0.26505], [-2.06099, 5.07936, -3.10991], [2.42816, 6.89343, -2.63999], [2.96808, 2.33761, -1.26532], [0.18434, -0.67526, 4.16930], [1.45495, 5.50718, -0.32567], [-1.27691, -6.38307, 0.11756], [0.00116, -3.85995, -1.02789], [1.69281, -3.59002, -1.43876], [-2.57307, -7.79406, 1.10042], [-0.27680, 3.97435, -2.99555], [1.35731, 1.76755, -2.98494], [-1.54959, 4.71952, -0.72689], [-0.34051, -2.65739, 4.92145], [-0.25366, -1.69024, -1.96041], [-3.20971, -3.89612, -0.01158], [0.94038, -4.07536, 1.14720], [2.82916, 0.62180, -1.58530], [2.17966, -2.84384, 0.84957], [-0.40867, -7.03349, -0.37775], [-0.13140, 3.76494, -3.99266], [-2.07974, -3.93548, 1.35540], [1.90371, 0.66895, 4.07288], [-0.09493, -1.28989, 0.13866], [-2.33415, 3.40017, -3.43042], [-0.09557, -1.66729, 5.29492], [-1.64896, -6.72281, 2.18944], [1.22199, 0.23919, 4.80431], [-2.19971, -6.78561, 1.24976], [1.35263, -1.15587, -1.40894], [1.22326, -1.68684, 6.04565], [0.26540, -2.10695, 1.14198], [0.48423, -1.76360, -1.16849], [-0.25296, 5.84877, -1.92159], [2.88177, 4.49324, -3.14245], [-3.79003, -5.52009, 2.11222], [1.58435, -2.49436, 6.84531], [0.76748, 1.04966, 5.37936], [-0.95218, 1.98163, -1.58919], [0.18996, 2.88579, -2.09221], [0.76417, 0.46390, -3.02300], [0.85791, -3.20973, -0.85408], [-1.78459, 4.07812, -2.78960], [1.56926, 2.24879, -4.31614], [-0.69802, -0.14455, 3.81548], [3.36217, 7.05846, -2.41917], [0.65078, 3.26980, -1.19003], [-3.15986, 4.23561, -1.16485], [-1.86150, 2.69267, -0.78452], [0.12198, 5.94063, -3.60780], [2.07830, 5.38665, -2.34889], [-0.87714, -1.31490, 5.96943], [2.26334, 5.18536, -0.76517], [-3.30584, -5.73540, 1.16212], [-2.11341, 3.98650, -1.31102], [-1.43939, 1.43460, -2.39455], [1.15038, -3.13895, 0.63589]], "lowdin_charge": [-0.15, 0.10, 0.10, 0.12, 0.09, -0.09, 0.02, -0.11, 0.09, -0.02, 0.14, -0.08, 0.07, -0.16, 0.10, -0.48, 0.10, 0.13, 0.13, -0.06, 0.68, 0.12, 0.12, 0.13, 0.13, 0.13, 0.06, 0.13, 0.14, 0.18, 0.12, 0.12, -0.47, 0.15, -0.07, 0.13, -0.16, -0.07, 0.10, -0.48, 0.01, -0.08, 0.11, -0.21, 0.12, 0.13, 0.13, -0.18, -0.24, -0.30, -0.13, -0.06, -0.28, 0.12, 0.12, 0.14, 0.15, -0.06, 0.13, 0.40, 0.13, -0.10, -0.15, -0.15, 0.15, -0.12], "total_charge": 1, "largest_force_ev_per_a": 2.48, "molar_mass_g_mol": 518.50, "total_energy_ev": -65379.9003, "gap_ev": 8.48}

[4]
{"formula": "C18H34AlCl2CsF10LiN4O9S", "method": "ωB97M-V/def2-TZVPD", "elements": ["C", "H", "H", "H", "F", "Al", "N", "H", "F", "H", "H", "H", "H", "F", "H", "C", "H", "O", "C", "H", "H", "H", "N", "Cl", "H", "F", "H", "H", "O", "O", "S", "C", "H", "O", "C", "C", "C", "C", "O", "N", "H", "H", "Cs", "C", "O", "N", "C", "H", "H", "H", "F", "C", "H", "F", "H", "C", "H", "H", "H", "H", "H", "O", "F", "H", "F", "H", "H", "Li", "C", "O", "C", "C", "C", "H", "O", "C", "H", "Cl", "F", "C", "F"], "xyz": [[0.62488, -4.56396, -3.26519], [-4.97196, 3.65270, -0.80586], [7.45398, -10.77249, -4.11339], [5.35666, -5.03687, -0.69548], [-5.29908, 7.22889, 3.27290], [-5.92801, 6.02717, 2.17492], [4.54292, -3.27064, 0.06515], [-8.33346, 9.66213, 3.10793], [1.03176, 5.71540, 2.58832], [2.33645, -7.30364, -1.91795], [4.24731, -5.25591, 0.69024], [-1.93621, 4.19031, 0.42117], [1.94341, -3.49328, -2.32793], [-0.57963, 6.00228, 0.85557], [6.51779, -8.43356, -4.39100], [4.42323, -4.71839, -0.23668], [0.10388, -5.50717, -3.10686], [4.53084, -9.09876, -1.51146], [0.77366, 5.62246, 1.18010], [-5.17835, 2.38890, 2.02160], [3.28326, 6.96292, 2.21269], [-1.16264, 0.10213, 0.95749], [-8.42374, 6.74406, 4.32378], [1.34988, -0.27975, 2.34288], [1.20681, -4.62294, -4.18810], [1.63933, 4.50958, -0.69935], [-2.01992, -0.81237, 4.54852], [2.11508, -8.75368, -2.93205], [1.49679, -4.32956, -2.16244], [5.13962, -6.98108, -2.71389], [4.38472, -8.20119, -2.62144], [1.38454, 0.86210, 0.93654], [2.54355, -7.18494, -3.68705], [4.55949, -9.02969, -3.98779], [1.18482, 4.23448, 0.56342], [2.45221, 0.80364, 0.09469], [3.65377, -0.19650, 0.25663], [-3.51003, 1.60809, 0.76009], [4.23418, 7.04591, 2.32387], [-1.41690, 3.33078, 0.55271], [-3.53871, 0.86205, 1.60222], [5.83164, -11.33660, -3.65719], [-1.37637, 6.38434, 2.64239], [0.03151, 3.20166, 0.61877], [-0.19742, 0.94163, -3.76433], [-1.05705, 1.10580, 0.81978], [-8.74312, 7.79370, 4.01359], [-0.76996, -1.30572, 3.84180], [-3.81233, 1.04771, -0.16549], [4.54381, 6.13716, 2.40179], [2.19649, 3.76555, 1.36030], [-9.15871, 9.15918, 3.61050], [5.80378, -9.60160, -5.49225], [-4.61754, 5.27944, 1.32799], [3.47176, -1.15467, -0.32998], [5.88741, -9.32492, -4.44056], [3.58492, -4.84321, -0.92020], [-4.05866, 3.68749, 1.48101], [4.54751, 0.32319, -0.18259], [-0.10669, -3.75675, -3.33944], [-5.73657, 1.98600, -0.56391], [4.74188, -2.52825, -0.87865], [-7.01430, 6.76448, 1.02074], [6.68835, -10.19826, -2.62951], [-6.78498, 4.75866, 3.05386], [-10.00840, 9.10116, 2.93149], [0.23882, 1.10555, -2.92597], [-8.18249, 4.42437, 1.56418], [0.18224, 1.76994, 0.77715], [4.43413, -2.92540, 1.22150], [-2.00950, 2.10082, 0.69883], [6.50301, -10.47645, -3.66796], [-5.51175, 2.97588, -0.10544], [-9.44396, 9.73318, 4.49130], [-1.71826, -1.46241, 3.90586], [-4.56466, 2.75183, 1.15877], [3.87929, -0.38937, 1.33219], [2.49589, 1.89246, -1.30191], [-6.79616, 3.56305, 0.29225], [2.66797, -7.82384, -2.81556], [1.60014, 6.59932, 0.57136]], "lowdin_charge": [-0.15, 0.14, 0.08, 0.10, -0.20, -0.08, -0.43, 0.08, -0.10, 0.07, 0.10, 0.14, 0.07, -0.53, 0.12, 0.06, 0.08, -0.28, -0.38, 0.13, -0.01, 0.18, 0.14, 0.69, 0.08, 0.10, 0.03, 0.08, -0.15, -0.29, 0.59, -0.57, 0.07, -0.26, -0.36, -0.60, -0.10, -0.04, -0.04, 0.18, 0.13, 0.09, 1.70, 0.01, -0.64, 0.22, -0.25, -0.02, 0.14, 0.04, 0.14, -0.04, 0.12, -0.21, 0.08, -0.26, 0.08, 0.07, 0.09, 0.08, 0.13, 0.04, -0.19, 0.07, -0.24, 0.08, -0.32, 0.83, -0.14, 0.07, -0.12, -0.07, -0.09, 0.09, -0.07, -0.15, 0.06, 0.81, -0.16, -0.12, 0.14], "total_charge": 1, "largest_force_ev_per_a": 14.84, "relative_energy_kj_mol": 0.0, "molar_mass_g_mol": 910.27, "total_energy_ev": -114000.2554, "gap_ev": 3.03}